Molecular formula: C57H122N9
Method: DFT, ωB97M-V/def2-TZVPD

Positions of all 188 atoms, in Å:
C1 -2.377898 4.298048 3.381147
C2 -3.795134 3.770327 3.170203
N1 -4.153450 2.724155 4.092900
C3 -5.401382 2.589317 4.705565
C4 -5.379827 1.486725 5.522374
N2 -4.145762 0.845012 5.270885
C5 -3.406430 1.622009 4.481797
C6 -3.825557 -0.409936 5.850574
H1 -1.568170 3.572686 3.301896
H2 -2.258976 4.527488 4.440065
H3 -2.130872 5.184882 2.797535
H4 -3.884841 3.361336 2.163830
H5 -4.549579 4.556701 3.193282
H6 -6.023720 3.444380 4.486558
H7 -6.189763 1.102169 6.124467
H8 -2.386479 1.529637 4.138922
H9 -4.112790 -1.186357 5.141518
H10 -4.433584 -0.662636 6.719221
H11 -2.823392 -0.524327 6.263705
C7 -7.195068 -4.854460 -2.332665
C8 -6.825705 -6.120969 -1.507942
N3 -5.761640 -5.874915 -0.445722
C9 -5.954812 -5.655079 0.892347
C10 -4.705051 -5.427559 1.481302
N4 -3.777201 -5.351836 0.417647
C11 -4.455603 -5.635277 -0.787185
C12 -2.361052 -5.213098 0.576583
H12 -7.844535 -4.979820 -3.199030
H13 -6.297433 -4.429087 -2.781453
H14 -7.674472 -4.108263 -1.699061
H15 -6.497706 -6.987989 -2.081355
H16 -7.698864 -6.465262 -0.953733
H17 -6.967935 -5.748505 1.254664
H18 -4.301488 -5.375841 2.481731
H19 -4.070042 -5.849584 -1.772998
H20 -2.045701 -4.227524 0.234101
H21 -1.815362 -6.010190 0.071637
H22 -2.125273 -5.276535 1.638872
C13 -5.470640 -1.681879 1.565640
C14 -4.649142 -0.654007 0.674728
C15 -3.183127 -1.038031 0.319622
C16 -2.138430 -0.520374 1.397906
N5 -0.672555 -0.600648 1.015638
C17 -0.391266 -0.298788 -0.443064
C18 0.856765 -1.001542 -0.779875
C19 0.963370 -2.195939 0.126004
C20 -0.169775 -2.070014 1.123194
C21 0.175274 0.417092 1.962932
H23 -4.868707 -2.234697 2.286877
H24 -5.937152 -2.499199 1.015688
H25 -6.287645 -1.261369 2.151954
H26 -4.807373 0.311410 1.155395
H27 -5.226815 -0.650088 -0.249592
H28 -2.979157 -0.637577 -0.673419
H29 -2.999937 -2.112384 0.337202
H30 -2.313395 -0.945219 2.386344
H31 -2.336409 0.545158 1.514288
H32 -0.311989 0.784988 -0.528202
H33 -1.156168 -0.790713 -1.043925
H34 1.792056 -0.445618 -0.714336
H35 0.669437 -1.368365 -1.789053
H36 1.898354 -2.121506 0.681310
H37 0.933482 -3.137291 -0.422687
H38 0.157613 -2.162468 2.158746
H39 -0.933416 -2.796649 0.845821
H40 1.151637 0.610436 1.518583
H41 0.107515 0.075535 2.995810
H42 -0.306460 1.394687 1.981396
C22 5.202592 4.537607 -1.812680
C23 5.104703 5.302764 -0.473466
C24 3.699673 5.472394 0.088567
C25 3.553828 5.528040 1.659019
N6 2.114666 5.259448 2.246605
C26 0.977290 6.053007 1.519806
C27 1.013067 7.493881 2.172989
C28 1.561099 7.259077 3.506662
C29 1.889210 5.812637 3.730026
C30 1.820305 3.746409 2.191223
H43 4.720735 3.559922 -1.805923
H44 6.218966 4.402862 -2.182716
H45 4.703522 5.112129 -2.593022
H46 5.658996 6.241281 -0.480243
H47 5.731342 4.790790 0.256804
H48 3.065718 4.752816 -0.429518
H49 3.438684 6.387405 -0.443157
H50 3.797097 6.500140 2.087907
H51 4.285318 4.913163 2.183362
H52 0.085078 5.455532 1.707073
H53 1.102187 6.052779 0.436982
H54 0.067287 8.025444 2.278101
H55 1.740277 8.078445 1.609483
H56 0.814914 7.551423 4.245468
H57 2.481355 7.818861 3.673678
H58 1.029788 5.232556 4.066163
H59 2.775209 5.599573 4.328121
H60 2.651787 3.249824 2.691361
H61 1.631412 3.480172 1.151254
H62 0.854938 3.495688 2.630884
C31 6.865829 -6.354758 1.874135
C32 6.138737 -5.761710 3.153518
C33 5.021119 -4.739224 2.807767
C34 4.562065 -4.054662 4.157428
N7 3.407253 -3.036076 4.064052
C35 3.813353 -1.821311 3.196765
C36 3.263982 -0.597194 3.904607
C37 2.584042 -1.058550 5.181198
C38 3.205473 -2.381117 5.525084
C39 2.042438 -3.695835 3.599862
H63 6.283550 -6.982027 1.199151
H64 7.681442 -6.904571 2.343788
H65 7.360301 -5.521215 1.375343
H66 6.870179 -5.277307 3.800393
H67 5.725625 -6.550566 3.782127
H68 4.212754 -5.350326 2.406275
H69 5.289380 -4.025977 2.028397
H70 5.346447 -3.516165 4.689287
H71 4.171027 -4.665177 4.971343
H72 3.409125 -2.049852 2.210632
H73 4.902354 -1.801703 3.239030
H74 2.645112 0.017908 3.251352
H75 4.180791 -0.054189 4.134218
H76 1.538646 -1.082216 4.873496
H77 2.679382 -0.286433 5.944657
H78 2.609077 -3.096921 6.090806
H79 4.200752 -2.202391 5.932003
H80 2.093945 -3.986273 2.550528
H81 1.281176 -2.930552 3.751280
H82 1.987000 -4.623750 4.169065
C40 -0.766026 0.418488 -4.866779
C41 -1.778186 0.736607 -3.753716
C42 -2.850986 1.822420 -4.118451
C43 -3.903940 2.019229 -3.015233
N8 -4.884837 3.275306 -3.063498
C44 -3.992857 4.534573 -3.153277
C45 -4.671730 5.598825 -2.363435
C46 -5.303634 4.770767 -1.209688
C47 -5.803861 3.410400 -1.801261
C48 -5.716325 3.139929 -4.380847
H83 -0.318963 1.305478 -5.315646
H84 -1.316258 -0.025172 -5.696541
H85 0.036646 -0.242486 -4.539786
H86 -1.259444 1.100713 -2.866910
H87 -2.363961 -0.163576 -3.567582
H88 -3.419785 1.616837 -5.025258
H89 -2.408986 2.788457 -4.362407
H90 -3.540130 2.148103 -1.995863
H91 -4.601339 1.181742 -2.996738
H92 -3.902565 4.807569 -4.204669
H93 -3.028154 4.347592 -2.681597
H94 -5.454655 6.066539 -2.960397
H95 -4.010697 6.418489 -2.081844
H96 -6.133779 5.222691 -0.666808
H97 -4.571124 4.543731 -0.435098
H98 -6.815173 3.428079 -2.207504
H99 -5.761097 2.550736 -1.132488
H100 -6.477241 3.920096 -4.359620
H101 -6.203908 2.169112 -4.469643
H102 -5.092220 3.222717 -5.270651
C49 6.397634 -4.520815 -7.703149
C50 6.078182 -4.158617 -6.218161
C51 4.837011 -3.275419 -5.902398
C52 4.864761 -2.454925 -4.554262
N9 3.612664 -1.572159 -4.361982
C53 3.329110 -0.487551 -5.453261
C54 3.336485 0.912462 -4.741511
C55 3.207094 0.620699 -3.234531
C56 3.788945 -0.752200 -3.000497
C57 2.332588 -2.449227 -4.261775
H103 7.218474 -5.237441 -7.675124
H104 6.775561 -3.694831 -8.305666
H105 5.545817 -4.878977 -8.281275
H106 6.910462 -3.579322 -5.818369
H107 6.014950 -5.116487 -5.701840
H108 3.983078 -3.952770 -5.892744
H109 4.676469 -2.626966 -6.763698
H110 5.619048 -1.676969 -4.672283
H111 4.931456 -3.055130 -3.646848
H112 2.321395 -0.708714 -5.804963
H113 4.142213 -0.564303 -6.175124
H114 2.566271 1.537547 -5.193343
H115 4.279613 1.446384 -4.857891
H116 2.188196 0.717868 -2.859692
H117 3.693380 1.362056 -2.600488
H118 3.206478 -1.161771 -2.175216
H119 4.794739 -0.821162 -2.586109
H120 2.198126 -2.830850 -5.273886
H121 1.438446 -1.890477 -3.985365
H122 2.519774 -3.194612 -3.488820

Forces on the atoms, in the same order (eV/Å):
0.1 0.1 1.3
0.8 0.2 -1.4
-0.1 -3.2 2.1
1.4 0.7 0.0
0.4 0.5 -1.9
-1.1 2.4 0.6
-1.1 2.0 -1.0
0.0 -2.1 0.8
-0.1 -0.5 -0.8
-0.3 0.6 0.1
-0.3 -0.1 0.0
0.0 -0.1 -0.2
0.2 0.0 0.5
-0.8 -0.5 0.6
0.3 -0.2 0.1
-0.1 -0.5 0.4
0.5 -0.2 -0.1
-0.4 0.7 0.0
0.2 0.3 -0.6
0.8 -0.1 0.3
-0.7 0.1 0.3
1.8 1.5 -1.6
1.3 -0.4 0.4
-0.4 0.1 -2.3
-3.0 -1.3 -1.8
-1.0 -0.5 3.5
0.6 0.0 0.3
-0.2 -0.8 0.3
0.2 0.1 0.2
0.1 0.0 0.1
0.2 0.3 -0.2
0.0 0.0 0.0
0.2 0.0 0.5
-0.6 0.1 0.0
0.3 0.3 0.1
0.1 -0.1 -0.3
-0.1 0.1 -0.1
0.0 -0.1 0.0
0.7 -0.4 0.0
-1.3 -1.7 0.7
0.6 0.3 1.6
-1.1 1.4 -1.1
0.5 -0.2 0.9
-0.6 0.9 1.0
1.1 -0.5 -1.3
0.6 -0.3 1.0
0.2 0.7 0.5
-1.5 -0.8 -1.2
0.5 0.2 0.2
0.1 0.2 -0.5
0.1 0.5 -0.2
0.7 0.3 -0.2
0.2 0.4 -0.2
0.1 0.0 0.2
-0.7 -0.2 -0.5
0.3 -0.4 -0.1
0.0 0.2 0.0
-0.5 -0.1 -0.4
-0.3 0.7 0.3
-0.3 0.4 -0.3
0.8 0.3 -0.3
0.1 -0.4 -0.2
0.0 0.0 0.3
-0.3 -0.4 -0.1
-0.4 0.6 0.5
0.1 -0.7 0.3
0.5 -0.5 -0.2
-0.5 -0.2 -0.5
-0.4 0.9 -0.2
1.8 -1.2 0.9
-0.3 0.7 -0.4
-0.6 0.8 -0.3
-0.7 -0.7 -0.2
0.4 0.4 0.3
0.1 -1.2 -2.1
1.0 0.3 2.8
0.4 -1.1 -1.7
-0.1 1.5 -0.4
-0.1 -0.1 0.4
0.1 0.1 0.4
-0.1 0.1 -0.1
-0.4 0.3 -0.6
0.0 -0.6 0.2
-0.2 -0.6 0.6
-0.8 0.5 0.8
-0.1 0.4 -0.5
-0.4 -0.7 -0.1
-0.2 0.3 0.3
0.4 0.0 0.1
0.0 -0.3 -0.8
-0.5 0.2 -0.3
0.4 0.1 0.3
-0.3 0.3 0.2
0.1 0.0 0.2
-0.1 0.0 0.0
-0.2 -0.2 -0.3
0.9 -0.1 -0.2
0.1 0.5 0.7
0.2 0.9 2.1
0.0 0.2 -1.1
-0.6 -0.6 1.8
-0.7 0.2 -0.4
-0.3 0.6 0.3
-0.7 -1.7 0.7
1.5 0.4 -0.3
-0.8 0.9 -0.6
-0.2 -0.6 -1.9
2.4 0.6 0.5
-0.1 0.2 0.2
0.0 -0.5 -0.5
-0.2 -0.1 -0.4
0.3 0.1 -0.2
-0.2 -0.1 -0.2
-0.4 0.1 0.0
0.3 0.2 0.3
0.4 0.2 -0.6
0.2 -1.1 -0.5
0.4 0.3 -0.1
-0.1 -0.2 -0.5
0.0 0.0 0.2
-0.3 0.6 0.1
-0.4 -0.6 0.7
0.0 -0.3 0.2
0.2 0.2 0.2
0.0 -0.4 0.1
0.3 0.2 0.0
-0.1 -0.5 0.3
-0.6 0.3 0.2
-0.8 0.5 -0.4
-0.8 0.8 -0.7
-0.3 0.8 0.0
-1.4 0.6 0.9
1.2 -1.4 -2.0
-0.3 -0.1 -0.3
-1.6 -0.2 0.5
-0.5 -0.5 0.4
0.9 1.2 -1.4
0.0 0.3 0.7
0.1 0.2 0.3
0.2 -0.4 0.0
-0.1 -0.1 0.1
0.0 -0.2 0.3
0.2 -0.3 0.5
0.2 -0.6 -0.1
0.5 0.0 0.2
0.7 -0.3 0.0
0.1 -0.2 0.0
0.3 -0.2 0.1
0.0 -0.5 -0.3
-0.2 0.0 0.1
0.0 -0.3 0.3
0.0 0.4 -0.3
0.3 0.0 0.0
0.0 0.3 0.2
0.5 0.0 -0.2
0.1 0.0 -0.2
0.0 0.0 0.6
0.2 0.3 0.3
-0.2 0.8 0.3
0.3 0.5 -0.1
-0.6 -0.6 0.1
-0.4 0.4 -2.2
-1.6 0.7 1.9
0.7 0.4 1.4
0.5 -0.7 0.1
-0.1 0.8 -0.2
-0.8 -0.7 -0.2
1.4 0.5 -0.2
-0.3 -0.2 -0.1
0.0 0.4 0.3
0.0 -0.5 0.3
0.5 -0.4 0.0
0.0 0.2 0.4
-0.2 0.0 0.1
0.0 0.4 0.2
0.5 -0.4 0.5
0.3 0.0 -0.2
0.5 0.0 -0.5
-0.5 -0.1 -0.3
-0.1 0.0 0.3
0.1 -0.2 -0.4
-0.5 -0.5 -0.3
0.5 0.1 -0.3
-0.2 -0.9 -0.4
0.3 0.3 -1.0
-0.1 -0.5 0.4
0.3 0.5 0.0
0.0 -0.3 -0.4

Charge   +7
Kohn-Sham gap   7.441 eV
HOMO energy   -21.605 eV
LUMO energy   -14.1631 eV
DFT total energy   -74417.789 eV